(1)
15
Properties=species:S:1:pos:R:3:forces:R:3:nbo_charge:R:1 method="wB97M-V/def2-TZVPD" max_force_ev_per_a=3.246 relative_energy_kj_mol=266.8 total_charge=0 lumo_energy_ev=0.606 homo_lumo_gap_ev=9.68 homo_ev=-9.08
H 0.457127 -0.400699 -2.185330 -0.0012 -0.1094 0.1452 0.21
H -1.609615 0.309651 1.674537 0.0149 0.0466 -0.2210 0.26
O 0.367039 2.088924 0.334334 -0.5379 -0.2797 -0.2127 -0.57
C 0.686778 -0.184570 0.059010 -0.2872 0.4108 -0.1333 0.12
H -1.987186 1.893952 0.930651 -0.1889 -0.1489 -0.0457 0.24
C -0.211827 0.993550 0.293178 -0.4529 0.6968 -0.2887 0.65
H 1.542316 1.405303 0.561525 0.8284 -2.8868 1.2306 0.49
C 0.960091 -0.784499 -1.301544 0.0077 0.1486 -0.1057 -0.44
H 1.992708 -1.092574 -1.460560 -0.2216 0.1788 0.0956 0.23
H 0.643360 -2.429901 0.185861 0.0457 0.1812 -0.0235 0.23
C -1.610484 0.890205 0.741398 -0.3088 0.0564 -0.1489 -0.72
H -2.210301 0.350182 0.010041 -0.1539 -0.0071 0.0623 0.24
O 1.696982 0.230612 0.908106 0.8798 1.4886 -0.9388 -0.74
H -0.891422 -1.704650 -0.478172 0.3105 0.1852 0.2589 0.21
C 0.174433 -1.565486 -0.273035 0.0653 0.0387 0.3259 -0.44

***

(2)
53
Properties=species:S:1:pos:R:3:forces:R:3:nbo_charge:R:1 method="wB97M-V/def2-TZVPD" max_force_ev_per_a=1.658 relative_energy_kj_mol=0.0 total_charge=0 lumo_energy_ev=0.338 homo_lumo_gap_ev=8.50 homo_ev=-8.16
C 3.390802 -2.567966 0.437480 0.2231 0.3278 0.6183 -0.08
C 2.563355 1.246713 0.194455 -0.1118 -1.2993 -0.0381 -0.31
S 0.400141 0.221846 4.073601 0.0692 -0.1530 -0.5319 2.58
H -5.264643 4.570109 0.533166 -0.0695 -0.0191 -0.0063 0.21
H 0.086982 -1.932729 -3.827275 -0.2118 -0.1996 0.2301 0.21
H 3.848744 1.525598 -2.846057 0.0527 -0.2967 0.0042 0.21
C -3.729012 3.394287 1.581292 0.2618 0.3461 0.1577 -0.11
H -2.299288 -0.863612 3.501314 0.2700 -0.3950 -0.1592 0.20
O 0.678769 -0.490594 2.671248 0.5634 -0.0147 0.5190 -0.69
N 2.216099 2.277082 -1.732434 -0.0188 -0.2714 -0.1671 -0.52
O -3.081507 -1.810663 -1.102894 -0.6676 0.3972 0.2314 -0.88
O -1.034535 0.729839 3.701655 -0.5676 0.0784 -0.3056 -0.70
H -3.656351 4.268577 2.222710 0.0866 -0.0383 0.0086 0.21
H 4.312487 0.053751 -0.695246 -0.0536 -0.0057 0.5450 0.22
C 3.222694 -4.487311 -0.679374 0.0954 -0.0824 -0.1057 -0.09
H -0.514769 -0.654268 1.074664 0.0017 -0.3464 -0.0978 0.23
O -1.836844 -1.352576 -3.211267 -0.5722 0.0271 -0.0279 -0.68
H 1.090143 -0.497036 -1.951516 -0.0022 -0.7845 -0.3414 0.23
C -0.472737 -1.050208 -3.516936 0.5692 0.1609 -0.3043 -0.12
H -0.724248 -2.036274 2.230028 0.7845 -0.1551 -0.1491 0.21
O 1.226547 1.350612 4.211171 0.6362 0.4629 0.0288 -0.90
C 3.295595 1.447796 -1.925114 -0.1934 0.7285 0.0683 -0.09
O 0.340710 -0.768757 5.078094 -0.1479 -0.4932 0.5384 -0.92
S -1.839548 -1.953879 -1.738093 1.2927 -0.1921 -0.6441 2.57
C 2.016064 -3.860433 -0.772781 -0.2114 0.4171 0.1686 -0.32
H 1.162748 -4.182020 -1.346308 -0.0327 -0.1215 0.1053 0.24
O -1.841139 3.010174 -1.485812 0.5211 0.2511 -0.4811 -0.90
H 3.902859 -1.800761 0.995237 -0.1273 0.0086 0.0749 0.21
C -1.674418 -0.255080 2.847934 -0.4687 0.8044 0.5525 -0.11
O -1.212764 -3.223307 -1.827437 0.0857 -0.5261 0.2779 -0.93
C 1.737131 2.105146 -0.463824 -0.2632 0.6371 -0.0214 -0.08
C 2.110327 -2.643039 -0.024176 0.0569 -0.1222 -0.7476 -0.28
C -0.525922 -0.972280 2.110774 -1.3363 0.2393 -0.2542 -0.12
H 5.030768 -3.877178 0.240832 -0.0728 -0.0076 0.0734 0.41
H -3.835458 2.503461 2.195553 -0.2743 -0.0614 -0.1194 0.20
H -0.462586 -0.343537 -4.341798 -0.1555 0.0508 0.0356 0.21
O -4.125296 3.513152 -0.762210 -0.2340 0.0887 -0.4466 -0.68
H 3.543111 -5.400493 -1.151109 0.1598 -0.0342 0.1779 0.21
O -2.484417 3.300611 0.864735 0.2212 -0.0727 -0.1272 -0.68
C 3.526314 0.788919 -0.746712 0.3848 0.0979 -0.7679 -0.30
O -3.201186 1.300122 -0.347142 0.0227 -0.4616 0.0233 -0.92
H -5.571549 2.804534 0.562015 -0.0252 0.0276 -0.1740 0.21
H 2.377759 0.797682 1.157079 0.0725 0.2999 0.1563 0.24
H -0.080250 0.676756 -2.259673 -0.5446 -0.1417 -0.0091 0.20
C -4.815269 3.583659 0.489997 -0.0995 -0.0893 0.4220 -0.11
S -2.824258 2.651814 -0.548656 -0.2779 -0.0127 0.7836 2.57
H 0.832445 2.593146 -0.139899 0.0745 0.1055 0.0325 0.22
N 4.053722 -3.704122 0.088817 -0.0650 -0.3658 -0.5500 -0.51
C 0.038710 -0.411676 -2.235465 0.7254 1.4123 0.4779 -0.12
H -2.340799 0.300129 2.189712 0.1831 -0.0218 -0.1545 0.21
O -0.775579 -0.913395 -1.161421 -0.4611 -0.1732 0.0675 -0.71
H 1.847694 2.899352 -2.429581 -0.0833 0.0168 0.1335 0.41
H 1.371668 -1.861669 0.016664 -0.0648 -0.0276 0.2189 0.21

***

(3)
48
Properties=species:S:1:pos:R:3:forces:R:3:nbo_charge:R:1 method="wB97M-V/def2-TZVPD" max_force_ev_per_a=0.738 relative_energy_kj_mol=47.9 total_charge=0 lumo_energy_ev=0.572 homo_lumo_gap_ev=9.11 homo_ev=-8.54
H 3.860469 -0.335257 0.272747 -0.0955 0.1240 0.0739 0.23
C -2.070310 0.918080 -0.132370 -0.1267 0.2058 0.2775 0.15
C 2.274134 -0.184441 1.685443 -0.0568 0.1938 -0.1982 0.13
C -0.311682 -1.898960 -1.956405 -0.1409 -0.4064 0.0886 -0.24
H 0.951832 3.300851 3.473585 0.0052 0.0076 -0.0319 0.21
H -4.037021 1.426469 -0.888898 0.1095 -0.1452 -0.0842 0.25
H 3.761838 -1.691517 1.378852 -0.0915 -0.0731 0.0438 0.25
C 0.815145 2.913751 2.464158 -0.2298 -0.0169 0.1995 -0.42
H -0.479777 -2.857667 -1.459208 0.1114 -0.0449 0.0205 0.20
H -2.823442 2.648214 -1.248305 -0.0140 -0.0142 -0.0050 0.24
N 2.024070 -1.185965 -1.356747 0.1290 0.1588 0.0786 -0.62
H -0.179795 1.625570 -1.839578 -0.0685 0.0219 0.0035 0.17
H 1.404940 -1.624828 3.148652 -0.0140 0.0227 0.0354 0.25
H -1.584457 0.140600 1.815122 0.1223 0.0543 -0.1033 0.23
C -3.483718 1.196436 1.941584 -0.0301 -0.0402 -0.0711 -0.53
C 2.371488 -1.816226 -0.210529 -0.4201 -0.2555 0.5506 0.69
N -0.726838 -0.824785 -1.095778 0.3425 0.1308 0.2331 -0.62
C -1.891025 -0.158360 -1.198219 -0.1711 -0.1204 -0.3165 0.66
C 3.163495 -0.993222 0.797131 0.4267 0.0217 -0.3228 -0.52
H -0.234925 2.988458 2.182096 -0.0162 -0.0014 -0.0151 0.23
C -3.151285 1.926819 -0.503768 -0.2611 0.0092 0.0615 -0.55
C 0.847551 0.507707 3.194811 0.2230 0.1697 -0.3807 0.11
O -0.833926 1.553563 0.135756 0.3690 -0.0617 0.2291 -0.56
H 1.547167 -3.876360 -2.177479 -0.0580 0.0737 -0.0262 0.19
H 1.323354 -4.186860 -4.452532 -0.0160 -0.1134 -0.0409 0.47
H -0.100456 -0.555166 -0.349364 -0.1055 0.0503 -0.0278 0.41
H 0.747862 2.532294 -0.636234 0.0244 -0.0423 0.0708 0.20
H -4.479158 0.754793 1.953933 0.0297 -0.0769 0.0156 0.21
C -2.476068 0.288775 1.207935 -0.3529 -0.2171 0.2603 -0.41
O 1.040104 -3.330822 -4.127286 -0.0984 0.1355 -0.0059 -0.73
O 2.001859 -2.949729 0.049502 0.0869 0.0454 -0.0830 -0.63
C 1.706597 -3.071225 -2.899300 0.2335 -0.3609 -0.0654 -0.07
C -0.257644 2.247723 -0.940715 0.1689 0.3269 -0.2597 -0.26
H 2.302271 -0.226128 -1.469823 0.0217 0.0063 0.0262 0.41
Cl -0.277466 0.734125 4.457331 -0.0146 0.0211 0.0219 0.05
H 1.189259 -1.055192 -3.203112 0.0379 -0.0037 -0.0115 0.21
C 1.493048 -0.624889 2.760638 -0.1902 -0.3045 0.1985 -0.35
H -0.926870 -1.890249 -2.852436 -0.0657 0.0266 0.0116 0.25
H -2.915378 -0.699693 1.061762 -0.0307 0.0387 -0.1129 0.23
N 2.113672 1.118804 1.477435 0.1393 -0.0600 -0.1530 -0.28
H -3.184129 1.390270 2.968395 0.0051 0.0287 0.0347 0.23
C 1.157154 -1.763610 -2.371296 -0.0193 0.3340 -0.3056 -0.07
H 2.786894 -2.975076 -3.057842 -0.0211 0.0851 0.0200 0.17
N 1.246898 1.531733 2.406891 -0.1271 0.0332 0.2040 -0.16
S -3.563964 2.766170 1.042478 0.1433 0.2117 0.0145 0.19
O -2.743663 -0.385792 -2.037083 -0.0447 -0.0791 -0.0672 -0.63
H 1.413852 3.491545 1.771334 0.1315 -0.0740 -0.0724 0.23
H -0.811961 3.159286 -1.183247 0.0198 -0.0259 -0.0137 0.17